C4H11NOSn | the ωB97M-V functional and the def2-TZVPD basis

Geometry as ORCA input:
```
! wB97M-V def2-TZVPD RIJCOSX def2/J DEFGRID3
* xyz 2 1
Sn -9.97 -5.83 -0.89
C -8.36 -1.35 -0.87
C -9.06 -2.62 -1.33
C -8.16 -3.42 -2.18
O -8.94 -4.63 -2.66
C -8.14 -5.39 -3.48
N -9.55 -3.53 -0.24
H -7.95 -0.81 -1.79
H -7.50 -1.66 -0.25
H -9.04 -0.69 -0.34
H -9.90 -2.39 -1.95
H -7.20 -3.62 -1.72
H -7.89 -2.85 -3.09
H -7.27 -5.65 -2.86
H -7.76 -4.71 -4.31
H -8.63 -6.23 -3.84
H -8.83 -3.49 0.50
H -10.40 -3.13 0.12
*
```

The calculation puts the energy above the lowest of the compared OMol25 structures with the same formula, charge and spin at 4.7 kcal/mol. The value obtained for the HOMO energy is -0.720 Eh. The LUMO energy is -10.9 eV. The value obtained for the total energy is -13676.819 eV. For the strongest force on any atom, the calculation gives 4.42 eV Å⁻¹.